[1]
Below is one molecule with the formula C21H22BrN3O4S2 at a distorted geometry, with properties calculated with ωB97M-V/def2-TZVPD.

The HOMO energy comes out at -8.382 eV. The HOMO-LUMO gap is 7.31 eV. Its SMILES is Cc1cc(NC(=S)NC(=O)/C=C/c2ccc(S(=O)(=O)N3CCOCC3)cc2)ccc1Br.

Positions of all 53 atoms, in Å:
1 C 9.1118 2.4212 -0.3922
2 C 8.5015 1.0737 -0.1825
3 C 7.1379 0.8751 -0.3085
4 C 6.5519 -0.3784 -0.1161
5 C 7.3584 -1.4641 0.2127
6 C 8.7220 -1.2833 0.3427
7 C 9.2811 -0.0341 0.1478
8 Br 11.1680 0.1603 0.3401
9 H 9.3519 -2.1215 0.5973
10 H 6.9336 -2.4404 0.3664
11 N 5.1720 -0.4361 -0.2755
12 C 4.3022 -1.4484 -0.1714
13 S 4.5850 -3.0300 0.2018
14 N 2.9684 -1.1198 -0.4078
15 C 2.4212 0.0980 -0.7120
16 O 3.0935 1.1090 -0.8571
17 C 0.9589 0.1210 -0.8675
18 C 0.0977 -0.7426 -0.3156
19 C -1.3506 -0.6992 -0.4279
20 C -2.0167 0.1463 -1.3207
21 C -3.3969 0.1427 -1.3909
22 C -4.1211 -0.7012 -0.5699
23 C -3.4875 -1.5511 0.3167
24 C -2.1083 -1.5531 0.3830
25 H -1.6058 -2.2176 1.0706
26 H -4.0862 -2.2054 0.9293
27 S -5.9110 -0.7072 -0.6241
28 O -6.3335 0.1379 -1.7063
29 O -6.3732 -2.0620 -0.5878
30 N -6.2195 -0.0213 0.8776
31 C -7.3507 -0.5602 1.6100
32 H -7.3676 -1.6351 1.4354
33 C -8.6547 0.0841 1.1351
34 H -9.4956 -0.2284 1.7561
35 O -8.5886 1.4896 1.2396
36 C -7.5389 2.0100 0.4534
37 H -7.5594 3.0916 0.5963
38 C -6.1884 1.4287 0.8861
39 H -5.4001 1.7512 0.2058
40 H -5.9476 1.7514 1.9043
41 H -7.7034 1.7704 -0.6062
42 H -8.8354 -0.2093 0.0897
43 H -7.1905 -0.3541 2.6730
44 H -3.9296 0.7760 -2.0831
45 H -1.4551 0.7974 -1.9712
46 H 0.4657 -1.5469 0.3109
47 H 0.6142 0.9797 -1.4245
48 H 2.3551 -1.9228 -0.3463
49 H 4.7273 0.4580 -0.5213
50 H 6.5069 1.7150 -0.5639
51 H 8.3525 3.1553 -0.6466
52 H 9.6291 2.7472 0.5100
53 H 9.8481 2.3828 -1.1948

Results of the natural (NBO) charge analysis, in e, for atoms 1 through 8: C -0.65; C 0.07; C -0.26; C 0.16; C -0.24; C -0.21; C -0.12; Br 0.04


[2]
Below is a 3-piece molecular cluster, C36H67BClIN3O18P2 overall at a distorted geometry, with properties calculated with ωB97M-V/def2-TZVPD.

The HOMO energy comes out at -11.294 eV. Its total charge is +1. The HOMO-LUMO gap is 7.94 eV.

Positions of all 129 atoms, in Å:
1 C -2.4093 0.7160 3.3755
2 O -1.8577 -0.0642 2.2884
3 B -0.8553 -0.9130 2.6247
4 O 0.0258 -0.5665 3.6262
5 C -0.6920 -2.3329 1.9114
6 C 0.0412 -2.1772 0.5274
7 C 0.7113 -0.8417 0.3025
8 O 1.7013 -0.4545 0.8470
9 O 0.1160 -0.0688 -0.6898
10 C -0.5769 1.0703 -0.2170
11 C 0.0918 2.2192 0.5094
12 O -1.7453 1.1116 -0.4475
13 C -2.0581 -2.9910 1.5216
14 C -3.3334 -2.8339 2.3595
15 C -4.4009 -2.0112 1.6548
16 O -4.5975 -2.0210 0.4884
17 I -5.7081 -0.8092 2.9006
18 C -1.5661 -4.4362 1.3879
19 C -2.3686 -5.3152 0.4878
20 C -1.5814 -5.4509 -0.8642
21 C -1.5468 -6.8908 -1.4065
22 Cl -2.1321 -4.2469 -2.0513
23 N -0.4917 -4.6675 2.0343
24 C 0.1591 -5.9864 1.9428
25 C 0.8012 -6.5773 3.2219
26 C 2.3459 -6.5659 3.1052
27 C 3.0918 -6.5167 4.4502
28 O 4.0071 -5.4258 4.5788
29 C 5.0447 -5.4814 3.6930
30 C 5.1619 -4.2724 2.8017
31 O 5.7936 -6.4115 3.5910
32 C -0.0136 -3.4124 2.7892
33 C -0.6756 -3.6231 4.1963
34 C 0.2214 -3.3163 5.3815
35 O 1.3275 -4.1915 5.5035
36 C -0.5565 -3.2169 6.6951
37 N -1.3723 -1.9961 6.7541
38 N 1.4207 -3.5623 2.7333
39 C 2.1349 -2.5963 2.9907
40 O 2.7640 -1.7263 3.3472
41 H -1.7309 1.5164 3.6691
42 H -2.6664 0.0701 4.2108
43 H -3.2949 1.2028 2.9786
44 H 0.4740 0.2685 3.4451
45 H -0.6285 -2.3223 -0.3184
46 H 0.8197 -2.9331 0.3943
47 H 0.3629 3.0086 -0.1916
48 H -0.6843 2.6419 1.1466
49 H 0.9196 1.9469 1.1599
50 H -2.4143 -2.8321 0.4980
51 H -3.7864 -3.8272 2.4741
52 H -3.2229 -2.4466 3.3691
53 H -2.5877 -6.2988 0.8978
54 H -3.2976 -4.7927 0.2639
55 H -0.5495 -5.1856 -0.6322
56 H -2.1775 -7.0113 -2.2824
57 H -1.7925 -7.5857 -0.6059
58 H -0.5231 -7.1224 -1.7014
59 H -0.5105 -6.7300 1.5182
60 H 0.9677 -5.8794 1.2151
61 H 0.4446 -6.1506 4.1550
62 H 0.5257 -7.6326 3.2430
63 H 2.6236 -7.5118 2.6346
64 H 2.7172 -5.7851 2.4462
65 H 3.6730 -7.4357 4.5629
66 H 2.4043 -6.5102 5.2912
67 H 4.9733 -3.3504 3.3520
68 H 4.4027 -4.3081 2.0135
69 H 6.1246 -4.2556 2.3012
70 H -1.5246 -2.9453 4.3047
71 H -1.1140 -4.6199 4.2349
72 H 0.6196 -2.3073 5.2217
73 H 1.4467 -4.4393 6.4258
74 H -1.1105 -4.1356 6.9273
75 H 0.2026 -3.1126 7.4759
76 H -2.3218 -2.2087 6.4685
77 H -1.4374 -1.7236 7.7270
78 O 2.8268 5.2438 -1.4459
79 P 4.1620 5.4203 -2.0703
80 O 4.0412 4.8405 -3.5888
81 C 2.8923 5.1077 -4.3944
82 C 3.1407 6.2652 -5.3421
83 O 5.0449 4.2494 -1.3636
84 C 4.6243 3.6683 -0.1337
85 C 3.9520 2.3388 -0.3948
86 O 5.5261 6.2717 -2.2977
87 C 5.4650 7.6241 -2.7779
88 C 4.3859 8.4447 -2.1043
89 H 2.0115 5.3021 -3.7794
90 H 2.6970 4.2002 -4.9682
91 H 3.2055 7.2084 -4.7933
92 H 2.3278 6.3539 -6.0635
93 H 4.0785 6.1297 -5.8811
94 H 3.9649 4.3401 0.4156
95 H 5.5163 3.5210 0.4782
96 H 3.1189 2.4326 -1.0928
97 H 3.5775 1.8989 0.5323
98 H 4.6609 1.6432 -0.8468
99 H 5.3394 7.6179 -3.8636
100 H 6.4398 8.0669 -2.5757
101 H 3.3871 8.0644 -2.3497
102 H 4.4363 9.4843 -2.4261
103 H 4.4948 8.4061 -1.0193
104 O -3.6145 5.6802 -4.4202
105 P -4.0611 4.4090 -5.0380
106 O -2.7063 3.6140 -5.4865
107 C -1.5626 3.5822 -4.6385
108 C -1.5137 2.2961 -3.8354
109 O -4.6320 4.8810 -6.4802
110 C -5.0148 6.2370 -6.7193
111 C -3.9238 6.9688 -7.4717
112 O -5.0572 3.1208 -5.0973
113 C -5.2067 2.2683 -3.9538
114 C -5.3426 3.0324 -2.6533
115 H -1.5344 4.4474 -3.9733
116 H -0.6883 3.6426 -5.2894
117 H -2.3063 2.2789 -3.0827
118 H -0.5576 2.2014 -3.3165
119 H -1.6520 1.4287 -4.4816
120 H -5.2599 6.7467 -5.7883
121 H -5.9241 6.2088 -7.3222
122 H -2.9752 6.9165 -6.9372
123 H -4.1876 8.0177 -7.6152
124 H -3.7669 6.5113 -8.4495
125 H -4.3703 1.5650 -3.9136
126 H -6.1074 1.6788 -4.1254
127 H -4.4224 3.5789 -2.4163
128 H -5.5495 2.3515 -1.8278
129 H -6.1506 3.7627 -2.7196

Results of the Löwdin charge analysis, in e, for atoms 1 through 8: C -0.04; O 0.05; B -0.67; O 0.19; C -0.12; C 0.02; C -0.41; O 0.18


[3]
Below is one molecule with the formula C6H9N at a distorted geometry, with properties calculated with ωB97M-V/def2-TZVPD.

The HOMO energy comes out at -7.684 eV. For the energy relative to the best compared isomer or geometry (same formula, charge and spin), the calculation gives 3.7724 eV. The HOMO-LUMO gap is 8.56 eV. Its SMILES is Cc1ccc(C)[nH]1.

Positions of all 16 atoms, in Å:
1 C -2.0549 -0.5951 -0.2750
2 C -1.2211 0.4527 0.8592
3 C -0.5760 1.7127 0.6188
4 C 0.7216 1.4572 0.1404
5 C 0.8977 0.0788 0.0573
6 C 2.0066 -0.7738 -0.4452
7 N -0.1932 -0.4509 0.5950
8 H -2.7180 -1.1804 0.3424
9 H -2.5135 0.1268 -0.9206
10 H -1.5309 -1.3313 -0.9624
11 H -0.9329 2.7187 0.8515
12 H 1.5194 2.1569 -0.0742
13 H 1.7859 -1.2701 -1.4022
14 H 2.8926 -0.1570 -0.5852
15 H 2.2352 -1.5531 0.2875
16 H -0.3186 -1.3920 0.9128

Results of the natural (NBO) charge analysis, in e, for atoms 1 through 8: C -0.58; C -0.03; C -0.28; C -0.30; C 0.13; C -0.64; N -0.46; H 0.22


[4]
Below is C39H30F11N5NaO3Sb2Se as an isolated structure, with properties calculated with ωB97M-V/def2-TZVPD.

The HOMO energy (spin up / spin down) comes out at -1.791 / -1.791 eV. Its spin multiplicity is 2. For the energy relative to the best compared isomer or geometry (same formula, charge and spin), the calculation gives 0.0000 eV. Its total charge is -2. Its expectation value of S² is 0.820. The HOMO-LUMO gap (spin up / spin down) is 5.27 / 4.78 eV.

Positions of all 92 atoms, in Å:
1 Na 1.0315 -0.6283 -0.2239
2 C 2.0885 0.7077 -3.2903
3 C 3.0368 1.2686 -2.2809
4 C 4.0416 2.1606 -2.6778
5 C 4.9149 2.6655 -1.7426
6 C 4.7628 2.2806 -0.4150
7 C 3.7387 1.4058 -0.0933
8 N 2.8993 0.9029 -1.0046
9 Sb 3.4736 0.9350 1.9867
10 C 3.3074 -1.2269 1.9740
11 C 4.1311 -1.8277 2.9174
12 C 3.9952 -3.1899 3.1557
13 C 3.0207 -3.8846 2.4749
14 C 2.2336 -3.2141 1.5329
15 C 1.1385 -3.9328 0.8067
16 N 2.4141 -1.9229 1.2714
17 C 1.4599 1.6992 2.1413
18 C 1.2081 2.3207 3.3553
19 C -0.0733 2.7970 3.6077
20 C -1.0282 2.6537 2.6283
21 C -0.6851 2.0582 1.4081
22 C -1.7042 1.9590 0.3159
23 N 0.5404 1.5873 1.1772
24 H 1.8195 1.4763 -4.0175
25 H 2.5570 -0.1255 -3.8174
26 H 1.1751 0.3464 -2.8254
27 H 4.1019 2.4463 -3.7197
28 H 5.6979 3.3566 -2.0331
29 H 5.4235 2.6606 0.3547
30 H 4.8493 -1.2379 3.4737
31 H 4.6250 -3.6878 3.8840
32 H 2.8431 -4.9369 2.6564
33 H 0.6596 -4.6570 1.4687
34 H 0.3834 -3.2303 0.4621
35 H 1.5351 -4.4631 -0.0589
36 H 1.9896 2.4058 4.1005
37 H -0.3139 3.2666 4.5547
38 H -2.0436 2.9995 2.7761
39 H -1.9281 2.9542 -0.0784
40 H -1.3339 1.3619 -0.5095
41 H -2.6309 1.5275 0.7015
42 C -0.8146 -0.7540 -5.4879
43 O -0.7252 -0.7326 -4.0827
44 C -1.7029 -1.3258 -3.3857
45 C -2.7463 -2.0331 -3.8832
46 C -3.7192 -2.5908 -2.9934
47 C -3.6098 -2.4570 -1.6526
48 C -2.5028 -1.7665 -1.0565
49 C -2.4310 -1.7421 0.3381
50 N -1.4019 -1.4050 1.1196
51 N -1.7393 -1.4948 2.3968
52 C -0.7112 -1.1793 3.2495
53 O 0.4381 -0.8611 2.9655
54 C -1.1184 -1.2353 4.7037
55 C -0.1723 -0.8876 5.6626
56 C -0.4929 -0.9131 7.0109
57 C -1.7669 -1.2872 7.4170
58 C -2.7165 -1.6343 6.4645
59 C -2.3954 -1.6088 5.1155
60 C -1.5350 -1.1241 -1.9364
61 O -0.6200 -0.4074 -1.5259
62 H -0.0463 -0.0743 -5.8471
63 H -1.7934 -0.3937 -5.8188
64 H -0.6276 -1.7624 -5.8707
65 H -2.8519 -2.1865 -4.9481
66 H -4.5527 -3.1410 -3.4133
67 H -4.3469 -2.9035 -0.9949
68 H -3.3185 -2.0946 0.8712
69 H 0.8129 -0.5974 5.3203
70 H 0.2517 -0.6386 7.7491
71 H -2.0192 -1.3078 8.4708
72 H -3.7142 -1.9229 6.7741
73 H -3.1216 -1.8712 4.3594
74 F 1.7872 -2.0796 -1.6614
75 Sb 2.6182 -3.3013 -2.8890
76 F 1.1160 -4.4326 -2.6733
77 F 1.7786 -2.4332 -4.3384
78 F 3.4124 -4.5500 -4.0722
79 F 4.0971 -2.1318 -3.0418
80 F 3.4593 -4.1563 -1.4198
81 F -5.5001 6.6163 -2.2855
82 C -4.4439 5.8097 -2.5224
83 C -3.1517 6.3007 -2.4761
84 F -2.9525 7.6052 -2.1948
85 C -2.0803 5.4624 -2.7241
86 F -0.8646 6.0323 -2.6611
87 C -2.2157 4.1067 -3.0376
88 Se -0.7381 2.9677 -3.3804
89 C -3.5385 3.6561 -3.0666
90 F -3.8177 2.3749 -3.3514
91 C -4.6286 4.4716 -2.8204
92 F -5.8815 3.9771 -2.8722

Results of the Löwdin charge analysis, in e, for atoms 1 through 8: Na 0.19; C -0.05; C -0.28; C -0.02; C -0.08; C -0.15; C -0.44; N 0.10


[5]
Below is C13H31BCl3NO3P2Sb as an isolated structure at a distorted geometry, with properties calculated with ωB97M-V/def2-TZVPD.

The HOMO energy comes out at -3.586 eV. For the energy relative to the best compared isomer or geometry (same formula, charge and spin), the calculation gives 4.7627 eV. Its total charge is -1. The HOMO-LUMO gap is 6.39 eV.

Positions of all 55 atoms, in Å:
1 C -1.4498 -5.5892 2.0696
2 C -1.8330 -4.8879 0.6080
3 O -3.0986 -4.1309 0.7089
4 C -2.8502 -2.7567 1.2142
5 C -2.3540 -1.8740 -0.0930
6 C -3.0750 -0.4119 -0.0649
7 C -2.5475 0.6506 1.0525
8 C -1.0137 0.4991 1.5602
9 Sb 0.5420 1.6242 0.4721
10 B -0.6691 1.9155 -1.3560
11 N -1.2914 3.2851 -1.6191
12 O -0.8854 0.8472 -2.3532
13 C 2.1680 2.7611 -0.5456
14 Cl 2.0654 2.8737 -2.4220
15 C 3.2976 3.4579 0.1219
16 C 4.3972 4.2968 -0.7999
17 Cl 3.4798 3.4550 1.9678
18 P -0.1601 3.8207 1.4789
19 O -1.8882 3.9887 1.5327
20 Cl 0.4771 5.4479 0.1992
21 P 1.4378 -0.5989 -0.2906
22 C 2.4205 -1.3192 1.2255
23 C 2.7352 -0.4224 -1.6700
24 C 1.9886 -0.6144 -3.1387
25 H -0.2930 -5.7293 2.1946
26 H -1.8348 -4.8729 2.9217
27 H -1.9943 -6.6225 2.1780
28 H -2.0347 -5.7670 -0.1652
29 H -0.9126 -4.2506 0.2606
30 H -1.9917 -2.6850 2.0064
31 H -3.8542 -2.2411 1.5834
32 H -2.7857 -2.4483 -1.0446
33 H -1.1903 -1.8552 -0.2374
34 H -3.0746 0.1245 -1.1288
35 H -4.2308 -0.6062 0.1676
36 H -2.8554 1.7294 0.6743
37 H -3.2313 0.4762 2.0161
38 H -0.6160 -0.6133 1.6626
39 H -0.9910 0.9193 2.6781
40 H 1.5604 1.4044 1.9044
41 H -2.2908 3.1016 -1.8622
42 H -0.7498 3.6484 -2.4583
43 H -0.9431 -0.0622 -1.8905
44 H 4.9446 5.0398 -0.0439
45 H 5.1700 3.6082 -1.3511
46 H 3.8059 5.0189 -1.5452
47 H -2.1245 4.4448 0.6528
48 H 3.5814 -1.1634 1.1158
49 H 2.1006 -0.8185 2.2401
50 H 2.2240 -2.4742 1.2839
51 H 3.4625 -1.3649 -1.5723
52 H 3.4275 0.5177 -1.6078
53 H 2.7863 -0.9790 -3.9410
54 H 1.4024 0.3314 -3.5001
55 H 1.2404 -1.5244 -3.0041

Results of the natural (NBO) charge analysis, in e, for atoms 1 through 8: C -0.66; C -0.08; O -0.57; C -0.09; C -0.48; C -0.42; C -0.44; C -0.85


[6]
Below is an isolated ion of composition C4H6O4P and charge -1 at a distorted geometry, with properties calculated with ωB97M-V/def2-TZVPD.

The HOMO energy comes out at -3.589 eV. For the energy relative to the best compared isomer or geometry (same formula, charge and spin), the calculation gives 6.2774 eV. Its total charge is -1. The HOMO-LUMO gap is 7.34 eV. Its SMILES is C=C=C([O-])OPOCO.

Positions of all 15 atoms, in Å:
1 C 2.9679 1.8436 0.1485
2 C 2.2973 0.7934 -0.3040
3 C 1.8630 -0.4234 -0.1417
4 C -2.7561 -0.9524 -0.2443
5 O 2.3747 -1.5034 -0.4109
6 O 0.2263 -0.5814 0.0282
7 O -2.5718 -2.1037 0.6086
8 O -2.1315 0.2191 0.2409
9 P -0.6604 0.6149 -0.4677
10 H 3.4855 2.6177 -0.4129
11 H 3.0048 1.8924 1.3324
12 H -2.1380 -1.1829 -1.1239
13 H -3.7407 -0.6797 -0.6510
14 H -1.6435 -2.0430 0.7096
15 H -0.5774 1.4888 0.6882

Results of the natural (NBO) charge analysis, in e, for atoms 1 through 8: C -0.46; C -0.28; C 0.62; C 0.21; O -0.66; O -0.98; O -0.73; O -0.83


Copy entry 1 word for word.
Below is one molecule with the formula C21H22BrN3O4S2 at a distorted geometry, with properties calculated with ωB97M-V/def2-TZVPD.

The HOMO energy comes out at -8.382 eV. The HOMO-LUMO gap is 7.31 eV. Its SMILES is Cc1cc(NC(=S)NC(=O)/C=C/c2ccc(S(=O)(=O)N3CCOCC3)cc2)ccc1Br.

Positions of all 53 atoms, in Å:
1 C 9.1118 2.4212 -0.3922
2 C 8.5015 1.0737 -0.1825
3 C 7.1379 0.8751 -0.3085
4 C 6.5519 -0.3784 -0.1161
5 C 7.3584 -1.4641 0.2127
6 C 8.7220 -1.2833 0.3427
7 C 9.2811 -0.0341 0.1478
8 Br 11.1680 0.1603 0.3401
9 H 9.3519 -2.1215 0.5973
10 H 6.9336 -2.4404 0.3664
11 N 5.1720 -0.4361 -0.2755
12 C 4.3022 -1.4484 -0.1714
13 S 4.5850 -3.0300 0.2018
14 N 2.9684 -1.1198 -0.4078
15 C 2.4212 0.0980 -0.7120
16 O 3.0935 1.1090 -0.8571
17 C 0.9589 0.1210 -0.8675
18 C 0.0977 -0.7426 -0.3156
19 C -1.3506 -0.6992 -0.4279
20 C -2.0167 0.1463 -1.3207
21 C -3.3969 0.1427 -1.3909
22 C -4.1211 -0.7012 -0.5699
23 C -3.4875 -1.5511 0.3167
24 C -2.1083 -1.5531 0.3830
25 H -1.6058 -2.2176 1.0706
26 H -4.0862 -2.2054 0.9293
27 S -5.9110 -0.7072 -0.6241
28 O -6.3335 0.1379 -1.7063
29 O -6.3732 -2.0620 -0.5878
30 N -6.2195 -0.0213 0.8776
31 C -7.3507 -0.5602 1.6100
32 H -7.3676 -1.6351 1.4354
33 C -8.6547 0.0841 1.1351
34 H -9.4956 -0.2284 1.7561
35 O -8.5886 1.4896 1.2396
36 C -7.5389 2.0100 0.4534
37 H -7.5594 3.0916 0.5963
38 C -6.1884 1.4287 0.8861
39 H -5.4001 1.7512 0.2058
40 H -5.9476 1.7514 1.9043
41 H -7.7034 1.7704 -0.6062
42 H -8.8354 -0.2093 0.0897
43 H -7.1905 -0.3541 2.6730
44 H -3.9296 0.7760 -2.0831
45 H -1.4551 0.7974 -1.9712
46 H 0.4657 -1.5469 0.3109
47 H 0.6142 0.9797 -1.4245
48 H 2.3551 -1.9228 -0.3463
49 H 4.7273 0.4580 -0.5213
50 H 6.5069 1.7150 -0.5639
51 H 8.3525 3.1553 -0.6466
52 H 9.6291 2.7472 0.5100
53 H 9.8481 2.3828 -1.1948

Results of the natural (NBO) charge analysis, in e, for atoms 1 through 8: C -0.65; C 0.07; C -0.26; C 0.16; C -0.24; C -0.21; C -0.12; Br 0.04